1.
Computed, not measured: 8 unconnected molecules or ions with the total composition C24H39N3O30S7 in a non-equilibrium geometry, with wB97M-V/def2-TZVPD.

Computed properties:
Lowest unoccupied orbital energy ... -0.3 eV
Highest occupied orbital energy ... -8.60 eV
Max |F| ... 2.5 eV/A
Electronic energy ... -6146.4984 Eh
Kohn-Sham gap ... 0.305 Eh

Each atom is followed by the atoms it is bonded to, with distances in Å.
CARTESIAN COORDINATES (ANGSTROEM)
1 C -3.59 5.84 -2.50  H36 1.093, C44 1.512, H60 1.088, O73 1.434
2 H -1.98 -6.66 0.90  C64 1.091
3 H -8.83 -2.33 -1.70  C90 1.087
4 S -2.02 9.13 -4.35  O5 1.422, O16 1.602, O34 1.603, O63 1.416
5 O -2.59 8.71 -3.11  S4 1.422
6 H 1.08 0.97 2.68  C52 1.092
7 H 3.77 -0.83 3.96  N9 1.021
8 H -3.60 6.02 -0.34  C44 1.092
9 N 2.78 -0.66 3.80  H7 1.021, H70 1.020, C101 1.429
10 O 7.54 0.52 -1.55  C41 1.435, S74 1.605
11 O -1.15 4.00 -0.85  S97 1.418
12 O -7.17 -3.03 -0.66  S13 1.610, C90 1.431
13 S -5.74 -2.42 -0.26  O12 1.610, O77 1.609, O78 1.419, O82 1.417
14 O 5.47 1.05 -2.77  S74 1.422
15 C 3.11 -2.92 0.83  C23 1.383, C53 1.409, C76 1.509
16 O -0.80 10.12 -4.04  S4 1.602, C95 1.434
17 C 1.08 -1.48 2.18  N21 1.426, C30 1.400, C101 1.421
18 H 0.83 -4.07 5.33  C56 1.087
19 H -1.02 -6.92 -0.57  C64 1.087
20 S 0.84 2.74 0.48  O62 1.408, O72 1.597, O92 1.427, O103 1.608
21 N -0.05 -0.84 2.77  C17 1.426, H22 1.012, C52 1.473
22 H -0.42 -1.36 3.55  N21 1.012
23 C 1.81 -2.97 0.35  C15 1.383, C30 1.397, H86 1.088
24 H 8.19 -0.78 -0.05  C41 1.086
25 H 5.23 -4.12 2.01  N83 1.027
26 H -0.97 0.72 4.96  C66 1.096
27 H -3.68 -6.66 -0.85  C69 1.087
28 O 5.60 -1.60 2.92  C96 1.199
29 O 7.57 0.56 -4.00  S74 1.418
30 C 0.83 -2.25 1.04  C17 1.400, C23 1.397, H32 1.088
31 H 1.71 3.76 -2.65  C61 1.088
32 H -0.19 -2.32 0.67  C30 1.088
33 H 0.28 8.72 -6.15  C84 1.092
34 O -1.17 7.91 -4.94  S4 1.603, C84 1.433
35 H 2.95 3.30 -1.46  C61 1.093
36 H -4.25 5.45 -3.28  C1 1.093
37 H -2.63 -5.73 -1.95  C69 1.093
38 H 6.44 -0.47 -0.12  C41 1.093
39 C -7.17 -0.92 -1.65  H58 1.092, O77 1.429, C90 1.514, H102 1.087
40 O -0.26 -8.06 5.05  S49 1.418
41 C 7.34 -0.63 -0.72  O10 1.435, H24 1.086, H38 1.093, C54 1.512
42 H 0.62 -0.10 5.06  C66 1.098
43 H 0.60 1.67 4.99  C66 1.095
44 C -4.07 5.42 -1.13  C1 1.512, H8 1.092, H89 1.087, O91 1.433
45 S -2.14 -3.81 0.18  O46 1.605, O65 1.604, O68 1.420, O75 1.420
46 O -1.05 -4.99 0.19  S45 1.605, C64 1.428
47 H 6.64 -2.62 -1.25  C54 1.088
48 O 0.90 -5.97 4.48  S49 1.604, C56 1.436
49 S -0.21 -7.04 4.06  O40 1.418, O48 1.604, O80 1.418, O88 1.603
50 H -0.66 1.21 2.68  C52 1.094
51 H -1.23 -5.16 6.03  C67 1.093
52 C 0.14 0.59 3.09  H6 1.092, N21 1.473, H50 1.094, C66 1.564
53 C 3.40 -2.13 1.96  C15 1.409, C96 1.498, C101 1.393
54 C 7.16 -1.78 -1.69  C41 1.512, H47 1.088, O85 1.435, H93 1.092
55 H 0.60 8.94 -3.11  C95 1.092
56 C 0.31 -4.67 4.59  H18 1.087, O48 1.436, C67 1.514, H81 1.094
57 H 2.16 1.14 -2.22  C98 1.088
58 H -6.92 -1.18 -2.68  C39 1.092
59 O -2.35 2.77 -2.64  S97 1.421
60 H -3.52 6.92 -2.60  C1 1.088
61 C 1.89 3.23 -1.71  H31 1.088, H35 1.093, O72 1.430, C98 1.515
62 O -0.53 2.63 0.81  S20 1.408
63 O -2.81 9.70 -5.38  S4 1.416
64 C -1.69 -6.24 -0.06  H2 1.091, H19 1.087, O46 1.428, C69 1.512
65 O -3.39 -4.66 -0.36  S45 1.604, C69 1.437
66 C 0.08 0.77 4.64  H26 1.096, H42 1.098, H43 1.095, C52 1.564
67 C -1.13 -4.93 4.97  H51 1.093, C56 1.514, H87 1.087, O88 1.432
68 O -1.75 -2.86 -0.81  S45 1.420
69 C -2.90 -5.90 -0.90  H27 1.087, H37 1.093, C64 1.512, O65 1.437
70 H 2.75 0.33 3.56  N9 1.020
71 H -8.54 -1.60 -0.11  C90 1.093
72 O 1.13 3.83 -0.66  S20 1.597, C61 1.430
73 O -2.30 5.24 -2.64  C1 1.434, S97 1.609
74 S 6.70 0.35 -2.91  O10 1.605, O14 1.422, O29 1.418, O85 1.603
75 O -2.41 -3.43 1.52  S45 1.420
76 C 4.37 -3.59 0.34  C15 1.509, N83 1.455, O100 1.192
77 O -5.97 -0.95 -0.87  S13 1.609, C39 1.429
78 O -4.74 -3.09 -1.01  S13 1.419
79 H 1.26 10.04 -4.35  C95 1.087
80 O -0.06 -7.34 2.68  S49 1.418
81 H 0.38 -4.18 3.61  C56 1.094
82 O -5.67 -2.30 1.16  S13 1.417
83 N 5.35 -3.32 1.38  H25 1.027, C76 1.455, C96 1.450
84 C 0.19 8.32 -5.14  H33 1.092, O34 1.433, C95 1.514, H99 1.087
85 O 6.40 -1.22 -2.77  C54 1.435, S74 1.603
86 H 1.60 -3.55 -0.55  C23 1.088
87 H -1.79 -4.10 4.72  C67 1.087
88 O -1.49 -6.10 4.22  S49 1.603, C67 1.432
89 H -5.15 5.48 -1.02  C44 1.087
90 C -8.06 -1.97 -1.02  H3 1.087, O12 1.431, C39 1.514, H71 1.093
91 O -3.62 4.07 -0.98  C44 1.433, S97 1.606
92 O 1.82 2.93 1.49  S20 1.427
93 H 8.12 -2.12 -2.09  C54 1.092
94 H 0.47 1.68 -2.26  C98 1.092
95 C 0.43 9.38 -4.09  O16 1.434, H55 1.092, H79 1.087, C84 1.514
96 C 4.87 -2.24 2.22  O28 1.199, C53 1.498, N83 1.450
97 S -2.23 3.89 -1.77  O11 1.418, O59 1.421, O73 1.609, O91 1.606
98 C 1.43 1.79 -1.75  H57 1.088, C61 1.515, H94 1.092, O103 1.430
99 H 0.86 7.47 -5.03  C84 1.087
100 O 4.60 -4.22 -0.65  C76 1.192
101 C 2.42 -1.42 2.65  N9 1.429, C17 1.421, C53 1.393
102 H -7.62 0.07 -1.62  C39 1.087
103 O 1.26 1.44 -0.38  S20 1.608, C98 1.430

---

2.
Computed, not measured: 3 unconnected molecules or ions with the total composition C24H39N3O7 in a non-equilibrium geometry, with wB97M-V/def2-TZVPD.

Computed properties:
Lowest unoccupied orbital energy ... -1.7 eV
Highest occupied orbital energy ... -8.69 eV
Max |F| ... 8.9 eV/A
Electronic energy ... -1628.2396 Eh
Kohn-Sham gap ... 0.255 Eh

Each atom is followed by the atoms it is bonded to, with distances in Å.
CARTESIAN COORDINATES (ANGSTROEM)
1 C -6.45 3.49 -4.36  H34 1.095, H40 1.097, O46 1.430, C68 1.543
2 H 2.97 -1.66 4.76  N58 1.017
3 O 3.76 3.72 1.13  C50 1.488, C63 1.496
4 H -3.16 -0.86 -1.37  C7 1.171
5 C 3.47 -2.54 2.18  O15 1.430, H31 1.095, H62 1.097, C71 1.543
6 C -2.02 0.82 0.04  C7 1.655, C49 1.671, H61 1.175
7 C -2.13 -0.35 -1.12  H4 1.171, C6 1.655, C39 1.640
8 H 4.01 -0.64 7.88  C33 1.094
9 C -4.60 -0.53 -4.38  O14 1.434, H57 1.097, H59 1.096, C69 1.537
10 H -6.14 -2.51 -3.73  C41 1.094
11 C 5.69 -0.40 -0.87  H27 1.194, N30 1.373, C37 1.639
12 H 2.33 -4.06 3.22  C71 1.097
13 H -7.44 1.27 -2.75  C35 1.091
14 O -5.26 -0.72 -3.12  C9 1.434, C41 1.422
15 O 3.55 -1.13 2.00  C5 1.430, C19 1.420
16 H 3.32 -0.27 6.27  C33 1.092
17 C 3.72 1.44 -0.24  C37 1.639, C56 1.517, C63 1.639
18 C 4.13 -3.30 5.11  H26 1.095, C51 1.537, N58 1.466, H73 1.096
19 C 4.45 -0.48 2.90  O15 1.420, H21 1.092, H42 1.091, H53 1.095
20 H 1.62 -0.37 -2.18  C22 1.175
21 H 5.31 -1.10 3.15  C19 1.092
22 C 0.71 -0.02 -1.54  H20 1.175, C39 1.669, C47 1.664
23 H 4.08 0.44 -2.26  C37 1.184
24 H -5.94 2.90 -6.38  C68 1.097
25 O 1.44 3.91 1.63  C50 1.336
26 H 4.93 -3.16 4.37  C18 1.095
27 H 6.13 -1.14 -1.70  C11 1.194
28 H 1.54 -2.50 3.12  C71 1.096
29 H -6.70 -1.83 -2.18  C41 1.093
30 N 6.50 -0.08 0.19  C11 1.373, H55 1.064
31 H 4.46 -2.99 2.27  C5 1.095
32 H -0.61 2.33 1.30  C49 1.184
33 C 4.24 -0.38 6.84  H8 1.094, H16 1.092, H54 1.093, O66 1.422
34 H -5.44 3.55 -3.94  C1 1.095
35 C -7.06 2.23 -2.41  H13 1.091, H38 1.095, O46 1.420, H60 1.092
36 H -7.22 -1.08 -3.70  C41 1.092
37 C 4.16 0.13 -1.12  C11 1.639, C17 1.639, H23 1.184, H67 1.191
38 H -7.54 2.45 -1.46  C35 1.095
39 C -0.75 -0.76 -1.90  C7 1.640, C22 1.669, H52 1.174
40 H -6.67 4.49 -4.74  C1 1.097
41 C -6.39 -1.58 -3.20  H10 1.094, O14 1.422, H29 1.093, H36 1.092
42 H 3.91 -0.16 3.79  C19 1.091
43 H -7.59 2.53 -5.90  C68 1.096
44 O 5.88 2.90 0.56  C63 1.335
45 H 5.50 -3.28 6.77  C51 1.096
46 O -7.41 3.26 -3.33  C1 1.430, C35 1.420
47 C 0.87 1.12 -0.34  C22 1.664, C49 1.672, C56 1.641
48 H -6.83 0.75 -4.60  N65 1.017
49 C -0.55 1.53 0.43  C6 1.671, H32 1.184, C47 1.672
50 C 2.37 3.20 0.98  O3 1.488, O25 1.336, C56 1.640
51 C 4.63 -2.70 6.44  C18 1.537, H45 1.096, O66 1.434, H70 1.097
52 H -0.75 -1.58 -2.74  C39 1.174
53 H 4.81 0.43 2.41  C19 1.095
54 H 4.77 0.58 6.83  C33 1.093
55 H 7.42 -0.59 -0.01  N30 1.064
56 C 2.29 1.84 0.08  C17 1.517, C47 1.641, C50 1.640
57 H -4.89 -1.28 -5.12  C9 1.097
58 N 2.88 -2.67 4.68  H2 1.017, C18 1.466, C71 1.466
59 H -3.53 -0.66 -4.19  C9 1.096
60 H -5.98 2.18 -2.24  C35 1.092
61 H -3.01 1.15 0.58  C6 1.175
62 H 3.06 -2.93 1.23  C5 1.097
63 C 4.57 2.64 0.47  O3 1.496, C17 1.639, O44 1.335
64 H -4.16 1.08 -5.75  C69 1.096
65 N -6.21 1.11 -5.32  H48 1.017, C68 1.466, C69 1.466
66 O 5.09 -1.36 6.25  C33 1.422, C51 1.434
67 H 3.39 -0.74 -0.86  C37 1.191
68 C -6.56 2.52 -5.55  C1 1.543, H24 1.097, H43 1.096, N65 1.466
69 C -4.82 0.90 -4.90  C9 1.537, H64 1.096, N65 1.466, H72 1.095
70 H 3.88 -2.78 7.23  C51 1.097
71 C 2.50 -2.98 3.30  C5 1.543, H12 1.097, H28 1.096, N58 1.466
72 H -4.54 1.59 -4.09  C69 1.095
73 H 3.97 -4.37 5.24  C18 1.096

---

3.
Computed, not measured: 2 unconnected molecules or ions with the total composition C24H39N5O5S in a non-equilibrium geometry, with wB97M-V/def2-TZVPD.

Computed properties:
Lowest unoccupied orbital energy ... -1.7 eV
Highest occupied orbital energy ... -3.72 eV
Max |F| ... 3.0 eV/A
Electronic energy ... -1985.7410 Eh
Kohn-Sham gap ... 0.073 Eh

Each atom is followed by the atoms it is bonded to, with distances in Å.
CARTESIAN COORDINATES (ANGSTROEM)
1 H 4.58 -0.45 -2.76  C26 1.117
2 N -0.83 1.04 0.91  H12 1.031, C37 1.418, C39 1.504
3 C -4.17 2.53 -1.53  C4 1.476, C9 1.480, C44 1.572
4 C -5.56 2.64 -1.99  C3 1.476, H59 1.115, C63 1.456
5 C -1.87 1.28 -1.33  C9 1.558, C39 1.599, H47 1.127, H57 1.131
6 O 3.45 -2.11 -0.21  C33 1.204
7 H 3.12 2.69 3.18  C49 1.129
8 H 5.78 1.63 3.30  C69 1.127
9 C -3.36 1.32 -1.80  C3 1.480, C5 1.558, C22 1.466
10 C 5.94 0.70 1.23  H13 1.122, H30 1.130, H48 1.126, C69 1.591
11 H 3.72 1.14 -2.80  C26 1.128
12 H -1.37 1.90 1.09  N2 1.031
13 H 6.98 0.29 1.20  C10 1.122
14 N 1.20 0.87 -0.64  C37 1.463, C61 1.477, H71 1.028
15 N 1.65 -1.39 -1.59  C23 1.472, C33 1.474, C61 1.478
16 O 4.77 2.85 1.88  C49 1.425, C69 1.439
17 N 1.11 2.30 1.28  H20 1.025, C37 1.319, C58 1.471
18 H -3.52 0.62 0.81  C68 1.128
19 H 2.15 -4.54 -0.67  C53 1.117
20 H 0.60 2.67 2.09  N17 1.025
21 H -1.55 -0.90 2.28  C34 1.123
22 C -4.04 0.26 -2.55  C9 1.466, H64 1.109, C65 1.467
23 C 2.40 -0.57 -2.56  N15 1.472, C26 1.564, O32 1.209
24 H 0.74 -5.27 3.25  C62 1.119
25 C -2.71 -2.63 1.71  C34 1.589, N46 1.455, O55 1.202
26 C 3.77 0.14 -2.27  H1 1.117, H11 1.128, C23 1.564, H28 1.123
27 H 2.46 3.91 1.17  C58 1.128
28 H 3.95 0.35 -1.18  C26 1.123
29 H -0.33 -4.87 4.54  C62 1.117
30 H 5.21 -0.08 1.60  C10 1.130
31 S -1.05 -1.73 -2.19  C43 1.861, H45 1.387
32 O 1.94 -0.45 -3.67  C23 1.209
33 C 2.58 -2.36 -1.00  O6 1.204, N15 1.474, C53 1.581
34 C -2.58 -1.05 1.87  H21 1.123, C25 1.589, C68 1.575, H72 1.127
35 H -4.59 -2.78 0.86  N46 1.022
36 H -7.27 1.71 -3.10  C63 1.113
37 C 0.49 1.42 0.52  N2 1.418, N14 1.463, N17 1.319
38 H -3.16 3.42 0.24  C44 1.130
39 C -1.54 0.25 -0.15  N2 1.504, C5 1.599, C43 1.577, C68 1.589
40 H 6.80 2.51 2.09  C69 1.126
41 H 2.93 2.56 0.09  C58 1.115
42 H 3.43 -4.11 -1.97  C53 1.121
43 C -0.61 -0.96 -0.55  S31 1.861, C39 1.577, C61 1.598, H74 1.129
44 C -3.61 3.77 -0.73  C3 1.572, H38 1.130, H50 1.129, H66 1.115
45 H -2.30 -2.31 -2.03  S31 1.387
46 N -3.71 -3.29 0.88  C25 1.455, H35 1.022, H73 1.027
47 H -1.56 2.31 -1.00  C5 1.127
48 H 5.56 0.98 0.20  C10 1.126
49 C 3.50 2.28 2.19  H7 1.129, O16 1.425, C58 1.582, H70 1.120
50 H -2.77 4.22 -1.35  C44 1.129
51 H -5.90 -0.44 -3.59  C65 1.111
52 O 1.67 -4.36 4.89  C62 1.333
53 C 2.44 -3.86 -1.50  H19 1.117, C33 1.581, H42 1.121, H60 1.128
54 H -3.45 -0.96 -0.14  C68 1.126
55 O -1.93 -3.31 2.32  C25 1.202
56 H 1.34 -0.92 0.43  C61 1.131
57 H -1.25 1.07 -2.25  C5 1.131
58 C 2.48 2.79 1.08  N17 1.471, H27 1.128, H41 1.115, C49 1.582
59 H -6.12 3.59 -1.78  C4 1.115
60 H 1.69 -3.89 -2.34  C53 1.128
61 C 0.94 -0.58 -0.58  N14 1.477, N15 1.478, C43 1.598, H56 1.131
62 C 0.63 -4.53 4.08  H24 1.119, H29 1.117, O52 1.333, H67 1.119
63 C -6.22 1.59 -2.74  C4 1.456, H36 1.113, C65 1.473
64 H -3.51 -0.68 -2.82  C22 1.109
65 C -5.43 0.38 -3.00  C22 1.467, H51 1.111, C63 1.473
66 H -4.41 4.52 -0.56  C44 1.115
67 H 0.28 -3.62 3.51  C62 1.119
68 C -2.87 -0.26 0.54  H18 1.128, C34 1.575, C39 1.589, H54 1.126
69 C 5.84 1.95 2.22  H8 1.127, C10 1.591, O16 1.439, H40 1.126
70 H 3.49 1.17 2.27  C49 1.120
71 H 0.78 1.32 -1.46  N14 1.028
72 H -3.30 -0.76 2.68  C34 1.127
73 H -3.35 -3.39 -0.08  N46 1.027
74 H -0.70 -1.80 0.19  C43 1.129

---

Which of these has the highest highest occupied orbital energy?
C24H39N5O5S